Molecular formula: C3H11NO
Method: DFT, ωB97M-V with the def2-TZVPD basis set

Structure (XYZ):
```
16
Properties=species:S:1:pos:R:3:forces:R:3
C 0.0106 2.0508 0.0064 0.12 -0.26 -1.09
N 0.8053 0.9488 -0.5780 0.34 0.23 0.50
C 1.6895 0.3250 0.4273 -1.61 0.86 0.91
H -0.6386 2.3981 -0.8043 -0.18 -0.01 0.34
H 0.6074 2.9266 0.3155 -0.02 -0.43 0.30
H -0.5942 1.6325 0.8050 -0.07 0.24 0.16
H 1.3701 1.3565 -1.3105 0.05 -0.23 -0.17
H 1.0591 -0.2543 1.1044 -0.24 -0.62 -0.32
H 2.3976 -0.3605 -0.0350 0.43 0.57 0.30
H 1.9410 1.1058 1.1745 1.45 -0.29 -0.66
C -1.4212 -2.2508 0.2485 2.23 1.17 -0.59
O -1.1456 -0.9508 -0.2598 -1.84 0.51 -0.48
H -1.4628 -2.1446 1.3338 -0.88 -0.59 0.00
H -0.5967 -2.9356 0.0348 0.11 -0.18 0.01
H -2.2595 -2.6038 -0.3438 -0.49 -0.11 0.75
H -0.3303 -0.4419 -0.3973 0.60 -0.87 0.03
```
Forces are in eV/Å.

- LUMO: 1.01 eV
- HOMO energy: -9.31 eV
- SMILES: CNC.CO
- HOMO-LUMO gap: 10.33 eV

---

Molecular formula: C20H24N2O5S2
Method: DFT, ωB97M-V with the def2-TZVPD basis set

Structure (XYZ):
```
53
Properties=species:S:1:pos:R:3:forces:R:3
C -4.3705 -2.5099 -3.2814 -0.17 -0.11 0.08
N -3.0319 -2.8444 -2.8323 -0.14 0.18 -0.06
C -2.9191 -3.9170 -2.0203 0.29 -0.06 0.10
O -3.8691 -4.6222 -1.7388 -0.04 -0.34 0.14
C -1.5406 -4.3214 -1.4753 -0.34 -0.41 0.18
O -0.6609 -3.2803 -1.0754 0.27 0.13 0.02
C -1.0741 -2.4921 -0.0646 -0.19 -0.02 0.19
O -2.1213 -2.6457 0.5113 0.09 -0.05 -0.15
C -0.1067 -1.4085 0.2166 0.16 0.17 0.05
C -0.4984 -0.3691 1.0587 0.04 -0.24 -0.13
C 0.3482 0.6874 1.3154 0.01 -0.05 -0.08
C 1.6129 0.7229 0.7291 -0.67 -0.54 0.03
N 2.4778 1.7674 0.9981 0.23 0.99 0.15
S 2.0217 3.2909 1.5347 0.16 -0.23 -0.03
O 3.1782 4.1015 1.3187 0.19 -0.20 0.08
O 0.7684 3.6796 0.9705 -0.08 -0.23 0.23
C 1.8031 3.0318 3.2666 0.32 -0.03 -0.43
C 0.7013 3.3049 4.0177 0.01 0.05 -0.33
C 0.8960 2.9904 5.3794 0.10 -0.03 0.08
C 2.1380 2.4923 5.6226 0.22 0.01 -0.40
S 3.0981 2.4006 4.1994 -0.31 0.03 0.33
C 2.0134 -0.3242 -0.1034 0.13 0.25 0.13
C 1.1618 -1.3770 -0.3591 -0.20 -0.02 0.12
C -1.9369 -2.0295 -3.3314 0.04 0.22 -0.18
C -1.9379 -1.9330 -4.8607 0.32 -0.15 0.16
C -0.6852 -1.1874 -5.3162 -0.25 0.20 -0.12
C -0.6365 0.2096 -4.7026 0.28 -0.14 0.11
C -0.6946 0.1341 -3.1790 -0.25 0.18 -0.14
C -1.9461 -0.6163 -2.7347 0.35 -0.22 0.10
H -5.0781 -3.0086 -2.6217 0.02 0.10 -0.11
H -4.5257 -1.4344 -3.2334 0.00 0.05 -0.06
H -4.5394 -2.8607 -4.3014 -0.06 0.04 -0.01
H -1.7476 -4.9793 -0.6247 0.00 0.13 -0.23
H -0.9995 -4.8815 -2.2433 -0.05 0.08 0.10
H -1.4824 -0.4076 1.5005 -0.09 0.01 0.04
H 0.0341 1.5002 1.9477 -0.14 -0.04 0.07
H 3.3629 1.7660 0.5169 0.11 0.21 0.00
H -0.1997 3.7138 3.5989 -0.19 0.07 -0.10
H 0.1468 3.1298 6.1368 -0.11 0.01 0.15
H 2.5481 2.1732 6.5601 0.09 -0.07 0.20
H 2.9971 -0.2992 -0.5492 0.11 -0.02 -0.06
H 1.4753 -2.1833 -1.0036 0.04 -0.03 -0.07
H -1.0014 -2.5108 -3.0412 -0.12 0.08 -0.08
H -2.8202 -1.3921 -5.2048 -0.11 -0.01 -0.03
H -1.9589 -2.9348 -5.2950 -0.09 -0.03 -0.01
H -0.6771 -1.1144 -6.4055 0.08 -0.06 -0.01
H 0.2022 -1.7476 -5.0126 0.08 -0.05 -0.03
H 0.2771 0.7189 -5.0144 -0.03 0.08 -0.05
H -1.4844 0.7934 -5.0676 -0.03 0.07 -0.05
H -0.6969 1.1390 -2.7528 0.08 0.00 0.05
H 0.1906 -0.3827 -2.8008 0.06 0.01 0.03
H -2.8279 -0.0717 -3.0766 -0.10 0.01 0.02
H -1.9882 -0.6717 -1.6458 -0.10 0.02 -0.01
```
Forces are in eV/Å.

- LUMO: 0.17 eV
- HOMO energy: -9.01 eV
- SMILES: CN(C(=O)COC(=O)c1ccc(NS(=O)(=O)c2cccs2)cc1)C1CCCCC1
- HOMO-LUMO gap: 9.18 eV

---

Molecular formula: C2H5CuO3
Method: DFT, ωB97M-V with the def2-TZVPD basis set

Structure (XYZ):
```
11
Properties=species:S:1:pos:R:3:forces:R:3
H 0.3484 -2.5978 0.6949 -0.02 0.48 -0.14
O -1.1047 -1.1362 0.5685 -0.90 -0.10 2.22
O -0.8574 -0.6509 1.9220 -0.33 -1.07 -1.53
C 0.0283 -1.7701 0.0479 2.34 0.81 -1.27
H -0.2654 -2.1499 -0.9386 -0.12 -0.01 0.33
Cu -1.2946 0.7866 0.9104 -0.39 0.18 0.79
O -0.4666 1.9949 -0.1793 1.13 0.65 -2.05
C 0.5788 2.0476 -0.8321 -0.08 1.83 1.72
H 0.6637 2.7745 -1.6566 -0.27 -0.64 -0.25
H 1.5149 1.6730 -0.3845 -0.23 -0.55 -0.48
H 0.8545 -0.9716 -0.1525 -1.13 -1.59 0.66
```
Forces are in eV/Å.

- LUMO (spin up / spin down): -5.39 / -6.97 eV
- HOMO energy (spin up / spin down): -15.51 / -15.35 eV
- Charge: +1
- 2S+1: 2
- HOMO-LUMO gap (spin up / spin down): 10.12 / 8.38 eV

---

Molecular formula: C4H10N3
Method: DFT, ωB97M-V with the def2-TZVPD basis set

Structure (XYZ):
```
17
Properties=species:S:1:pos:R:3:forces:R:3
C -0.4079 1.1954 -0.2544 -1.56 -0.27 -1.01
C 0.4178 -0.5203 1.4509 2.06 -0.08 1.85
C 0.1625 1.4545 -1.4275 -0.04 -1.59 1.74
C -0.8332 -0.9243 2.2092 -0.59 3.75 0.20
N 0.7146 -1.0958 0.3933 -0.23 -1.48 -1.27
N 0.8508 -1.6472 -0.6347 0.34 -0.30 0.68
N 0.3765 0.3169 -2.2818 0.63 -0.26 -0.24
H -1.0677 0.2579 -0.2888 1.14 1.57 0.59
H -0.3503 1.8399 0.6296 -0.61 0.01 -0.61
H 1.3471 0.0536 1.7866 -1.74 -0.41 0.16
H 0.6192 2.3455 -1.7086 0.85 1.47 -0.23
H -0.6284 -1.7015 2.8581 0.51 -1.94 1.09
H -1.6370 -1.1542 1.5152 -0.01 -0.11 0.09
H -1.1695 -0.0697 2.9280 0.59 -1.27 -1.57
H -0.2685 0.3335 -3.0308 -0.49 -0.15 -1.39
H 0.5337 -1.0073 -1.5123 -0.32 0.79 0.25
H 1.3403 0.3232 -2.6322 -0.54 0.25 -0.30
```
Forces are in eV/Å.

- LUMO: -4.76 eV
- HOMO energy: -13.53 eV
- Charge: +1
- HOMO-LUMO gap: 8.78 eV

---

Molecular formula: C5H8O
Method: DFT, ωB97M-V with the def2-TZVPD basis set

Structure (XYZ):
```
14
Properties=species:S:1:pos:R:3:forces:R:3
C -1.4183 0.1180 -1.3663 -0.08 0.04 -0.07
C 0.0731 0.0042 -1.1530 -0.24 -0.12 -0.11
C 0.8679 0.9889 -0.5929 -0.18 -0.58 -0.01
C 1.3356 -0.1766 0.0607 0.33 0.25 0.47
C 1.0690 -0.3538 1.5243 0.26 -0.13 -0.02
O 0.1058 0.5471 1.9855 0.12 0.21 0.15
H -1.9489 -0.1486 -0.4439 0.06 0.05 -0.17
H -1.6995 1.1379 -1.6394 0.11 -0.10 0.09
H -1.7299 -0.5759 -2.1556 -0.03 0.16 0.14
H 0.3649 -1.0634 -1.2009 0.00 -0.06 -0.79
H 2.0145 -0.9034 -0.3980 -0.27 0.08 0.14
H 0.7119 -1.3742 1.7245 0.13 0.20 -0.06
H 2.0478 -0.2447 2.0197 -0.08 0.02 0.18
H 0.2056 1.3451 1.4381 -0.14 -0.01 0.06
```
Forces are in eV/Å.

- LUMO: 0.61 eV
- HOMO energy: -8.75 eV
- HOMO-LUMO gap: 9.36 eV